DFT (the ωB97M-V functional and the def2-TZVPD basis) results for a molecular structure, C26H32LaNO6.

Positions of all 66 atoms, in Å:
O  -0.530  0.109  -1.187
C  -1.880  0.724  -1.297
C  -2.228  -0.086  -2.525
H  -1.777  1.796  -1.500
H  -2.473  0.509  -0.402
C  -0.765  -0.553  -2.489
H  -2.509  0.504  -3.399
H  -2.958  -0.887  -2.339
C  0.051  0.103  -3.583
H  -0.085  1.190  -3.568
H  -0.252  -0.267  -4.572
H  1.113  -0.130  -3.453
C  -0.539  -2.045  -2.398
H  -1.234  -2.507  -1.692
H  0.493  -2.253  -2.081
H  -0.683  -2.509  -3.384
La  0.928  -0.183  1.009
C  0.176  -2.505  2.566
C  -0.564  -1.466  3.201
C  -1.574  -1.024  2.297
H  -0.470  -1.146  4.239
C  -1.457  -1.802  1.102
C  -0.369  -2.713  1.261
H  -0.072  -3.496  0.558
H  0.964  -3.104  3.025
H  -2.364  -0.303  2.515
H  -2.179  -1.812  0.286
C  3.545  0.982  0.786
C  3.595  -0.239  0.051
C  2.781  -0.083  -1.114
H  4.209  -1.108  0.296
C  2.235  1.240  -1.087
C  2.702  1.895  0.088
H  2.522  2.941  0.353
H  4.171  1.235  1.643
H  2.682  -0.797  -1.930
H  1.675  1.705  -1.897
O  -3.737  0.851  -4.683
C  -3.885  0.058  -5.884
C  -5.051  0.607  -6.726
H  -4.069  -0.985  -5.587
H  -2.930  0.089  -6.433
C  -5.670  1.743  -5.877
H  -5.777  -0.188  -6.921
H  -4.680  0.998  -7.677
C  -4.743  1.890  -4.652
H  -6.685  1.490  -5.556
H  -5.697  2.683  -6.437
H  -5.302  1.799  -3.707
H  -4.231  2.866  -4.659
O  2.409  -0.997  2.719
C  2.223  0.070  3.419
O  1.481  1.030  2.963
C  2.853  0.188  4.757
C  2.493  -0.715  5.761
C  3.141  -0.651  6.987
C  4.125  0.337  7.202
C  4.454  1.260  6.195
C  3.781  1.210  4.981
N  4.762  0.410  8.470
O  4.429  -0.411  9.354
O  5.630  1.290  8.663
H  1.723  -1.463  5.550
H  2.886  -1.332  7.793
H  5.214  2.007  6.407
H  3.972  1.949  4.200

Summary:
DFT total energy ... -42113.85153 eV
Lowest unoccupied orbital energy ... -0.78 eV
Gap between HOMO and LUMO ... 7.057 eV
Energy relative to the best compared isomer or geometry (same formula, charge and spin) ... 0.0000 eV
Multiplicity ... 1
Largest force on an atom ... 3.483 eV/A

---

DFT (the ωB97M-V functional and the def2-TZVPD basis) results for C26H32N4O2S in the gas phase.

Positions of all 65 atoms, in Å:
C  -0.213  0.598  3.724
C  -0.402  -0.710  3.013
C  -1.335  -1.617  3.503
C  -1.556  -2.830  2.878
C  -0.847  -3.155  1.734
C  0.086  -2.269  1.231
C  0.319  -1.056  1.870
N  1.291  -0.164  1.336
C  2.542  -0.037  1.839
O  3.331  0.789  1.419
C  2.896  -0.970  2.991
C  2.799  -2.406  2.608
C  3.198  -3.000  1.452
C  2.956  -4.392  1.434
C  2.382  -4.839  2.577
S  2.124  -3.568  3.707
H  2.095  -5.838  2.839
H  3.199  -5.027  0.601
H  3.630  -2.456  0.631
H  3.922  -0.725  3.284
H  2.242  -0.770  3.841
C  0.919  0.691  0.215
C  -0.359  1.424  0.469
C  -0.457  2.721  0.941
N  -1.767  3.005  1.053
N  -2.522  1.975  0.681
C  -1.700  0.999  0.326
C  -2.225  -0.311  -0.141
H  -1.448  -0.882  -0.640
H  -2.585  -0.891  0.708
H  -3.062  -0.153  -0.818
C  -2.369  4.226  1.502
H  -3.448  4.094  1.463
H  -2.067  4.451  2.526
H  -2.081  5.059  0.857
H  0.305  3.430  1.194
H  1.739  1.423  0.147
C  0.933  -0.068  -1.122
O  1.420  -1.169  -1.265
N  0.405  0.655  -2.126
H  -0.008  1.550  -1.915
C  0.333  0.197  -3.497
C  -1.115  -0.096  -3.907
C  -1.947  1.182  -3.987
C  -1.310  2.171  -4.958
C  0.119  2.498  -4.534
C  0.960  1.226  -4.442
H  1.042  0.778  -5.433
H  1.967  1.467  -4.096
H  0.105  3.009  -3.568
H  0.573  3.180  -5.255
H  -1.904  3.087  -5.001
H  -1.296  1.734  -5.959
H  -2.030  1.635  -2.996
H  -2.958  0.937  -4.318
H  -1.560  -0.790  -3.192
H  -1.104  -0.581  -4.885
H  0.913  -0.732  -3.523
H  0.651  -2.505  0.344
H  -1.014  -4.098  1.237
H  -2.282  -3.520  3.283
H  -1.894  -1.360  4.391
H  -1.131  1.183  3.665
H  0.595  1.181  3.288
H  0.005  0.429  4.778

Summary:
DFT total energy ... -48373.73014 eV
Lowest unoccupied orbital energy ... 0.61 eV
Gap between HOMO and LUMO ... 8.956 eV
Energy relative to the best compared isomer or geometry (same formula, charge and spin) ... 0.8046 eV
Multiplicity ... 1
SMILES ... Cc1ccccc1N(C(=O)Cc1cccs1)[C@@H](C(=O)NC1CCCCC1)c1cn(C)nc1C
Largest force on an atom ... 0.818 eV/A

---

DFT (the ωB97M-V functional and the def2-TZVPD basis) results for a gas-phase ion, C26H32N4O5PS3 (charge +1).

Positions of all 71 atoms, in Å:
C  -3.274  4.411  3.057
C  -2.023  4.310  2.155
O  -2.420  4.079  0.791
C  -1.287  3.577  0.068
C  -1.435  2.023  0.109
C  -0.394  1.282  -0.805
P  -1.165  1.557  -2.513
S  -0.570  0.320  -3.892
N  -0.382  -0.145  -0.340
O  -1.688  -0.584  -0.651
C  -2.271  -1.309  0.421
O  -2.785  -2.372  0.176
C  -2.314  -0.750  1.818
C  -1.359  -0.976  2.784
C  -1.494  -0.408  4.028
C  -2.577  0.378  4.337
C  -3.530  0.632  3.362
C  -3.384  0.069  2.124
C  0.721  -0.695  -1.023
N  0.857  -1.832  -1.631
S  2.309  -2.262  -2.478
C  -0.269  -2.832  -1.641
C  0.219  -4.239  -1.942
C  0.879  -4.892  -0.920
C  1.368  -6.166  -1.077
C  1.159  -6.798  -2.292
C  0.471  -6.155  -3.288
C  0.001  -4.868  -3.145
N  1.711  0.268  -0.906
C  2.958  -0.116  -0.246
C  4.192  0.428  -1.064
C  4.931  1.440  -0.184
O  5.035  2.610  -0.433
O  5.436  0.912  0.993
C  1.110  1.596  -0.620
C  1.532  2.434  -1.897
N  1.613  2.453  0.444
C  1.387  2.122  1.606
S  1.041  1.781  3.076
H  -3.478  5.455  3.303
H  -4.112  4.004  2.482
H  -3.099  3.818  3.958
H  -1.434  5.237  2.144
H  -1.420  3.477  2.543
H  -1.325  3.979  -0.950
H  -0.399  3.926  0.599
H  -2.454  1.850  -0.241
H  -1.291  1.741  1.154
H  -2.557  1.404  -2.342
H  -0.995  2.910  -2.873
H  -0.494  -1.602  2.576
H  -0.777  -0.582  4.826
H  -2.706  0.833  5.314
H  -4.377  1.273  3.586
H  -4.127  0.278  1.356
H  1.988  -1.770  -3.706
H  -1.053  -2.558  -2.350
H  -0.639  -2.888  -0.616
H  1.027  -4.370  0.026
H  1.894  -6.609  -0.238
H  1.546  -7.805  -2.408
H  0.319  -6.720  -4.205
H  -0.538  -4.370  -3.946
H  3.098  -1.196  -0.181
H  3.076  0.265  0.774
H  3.897  0.910  -1.994
H  4.881  -0.398  -1.276
H  6.148  0.285  0.810
H  2.565  2.751  -1.695
H  0.958  3.360  -1.991
H  1.573  1.827  -2.802

Summary:
DFT total energy ... -85463.15746 eV
Net charge ... +1
Lowest unoccupied orbital energy ... -3.03 eV
Gap between HOMO and LUMO ... 8.842 eV
Multiplicity ... 1
SMILES ... CCOCC[C@]1([PH2]=S)N(OC(=O)c2ccccc2)C(N(S)Cc2ccccc2)=[N+](CCC(=O)O)[C@]1(C)N=C=S
Largest force on an atom ... 5.192 eV/A

---

DFT (the ωB97M-V functional and the def2-TZVPD basis) results for a molecular structure, C26H33AuO4.

Positions of all 64 atoms, in Å:
O  -1.470  -1.137  -0.758
C  -2.291  -1.019  0.461
C  -2.215  -2.527  0.734
H  -3.241  -0.590  0.130
H  -1.801  -0.403  1.230
C  -1.196  -2.536  -0.441
H  -3.117  -3.110  0.552
H  -1.746  -2.789  1.692
C  -1.460  -3.351  -1.692
H  -2.386  -3.012  -2.177
H  -1.574  -4.407  -1.432
H  -0.598  -3.264  -2.380
C  0.108  -2.893  0.250
H  0.165  -2.453  1.251
H  1.006  -2.532  -0.243
H  0.177  -3.989  0.351
Au  2.448  -0.467  0.743
C  3.180  0.185  2.862
C  2.407  1.312  2.426
C  1.060  0.889  2.235
H  2.760  2.333  2.334
C  0.965  -0.485  2.629
C  2.281  -0.939  2.995
H  2.519  -1.913  3.416
H  4.229  0.201  3.145
H  0.229  1.521  1.929
H  0.039  -1.029  2.759
C  3.674  0.602  -1.314
C  3.695  -0.832  -1.118
C  2.358  -1.316  -1.388
H  4.562  -1.477  -0.990
C  1.509  -0.166  -1.594
C  2.346  0.985  -1.637
H  2.032  1.969  -1.964
H  4.545  1.253  -1.311
H  2.115  -2.354  -1.621
H  0.450  -0.198  -1.841
O  -4.530  -2.000  -0.651
C  -5.126  -3.326  -0.512
C  -6.644  -3.200  -0.636
H  -4.903  -3.752  0.488
H  -4.681  -3.975  -1.285
C  -6.937  -1.689  -0.494
H  -7.155  -3.779  0.131
H  -6.961  -3.556  -1.614
C  -5.564  -0.979  -0.596
H  -7.382  -1.474  0.483
H  -7.625  -1.338  -1.267
H  -5.384  -0.339  0.294
H  -5.484  -0.366  -1.515
O  0.482  4.996  -0.407
C  1.349  4.131  -0.159
O  1.267  2.908  0.114
C  2.786  4.651  -0.207
C  3.870  3.882  0.265
C  5.178  4.376  0.225
C  5.420  5.679  -0.247
C  4.345  6.463  -0.708
C  3.050  5.933  -0.722
H  3.667  2.881  0.646
H  5.991  3.731  0.572
H  6.444  6.064  -0.255
H  4.532  7.487  -1.048
H  2.232  6.528  -1.121

Summary:
DFT total energy ... -39371.64156 eV
Lowest unoccupied orbital energy (spin up / spin down) ... 0.15 / -2.94 eV
Gap between HOMO and LUMO (spin up / spin down) ... 7.693 / 4.581 eV
Energy relative to the best compared isomer or geometry (same formula, charge and spin) ... 0.0000 eV
Multiplicity ... 3
Largest force on an atom ... 2.099 eV/A